Entry from the Open Molecules 2025 dataset: a structure of composition C44H44AsBN11O10Ti (ωB97M-V/def2-TZVPD).

Element x y z (Å)
1 Ti -0.47210 -0.72970 0.14800
2 C -3.26652 0.65234 -1.71099
3 C -2.79410 1.35247 -0.48426
4 C -3.39264 2.51931 -0.02106
5 C -2.77335 2.79704 1.16974
6 N -1.85313 1.85897 1.40579
7 N -1.81858 0.96322 0.37666
8 B -0.99062 1.76970 2.64725
9 N -0.71195 0.29875 3.04951
10 C -0.60710 -0.12693 4.31757
11 C 0.24770 -1.19784 4.36542
12 C 0.67659 -1.38731 3.05076
13 C 1.68435 -2.40865 2.64288
14 N 0.07755 -0.48216 2.24597
15 N 0.30029 2.54065 2.53014
16 C 0.58380 3.37389 3.67701
17 C 1.05276 4.65672 3.06958
18 C 1.09894 4.51653 1.74845
19 C 1.61028 5.41619 0.68786
20 N 0.48490 3.28726 1.35930
21 N -1.63223 2.52677 3.84313
22 C -2.74591 2.57208 4.58635
23 C -2.56680 3.49289 5.60101
24 C -1.27339 4.00344 5.44304
25 C -0.53514 5.00030 6.26514
26 N -0.75426 3.40841 4.36892
27 H -4.28756 0.30611 -1.54251
28 H -3.28055 1.34915 -2.54796
29 H -2.67592 -0.20612 -1.98897
30 H -4.19209 3.06355 -0.49167
31 H -2.93776 3.59905 1.86929
32 H -1.12457 0.37738 5.11627
33 H 0.55018 -1.76235 5.22964
34 H 1.26507 -3.41207 2.73319
35 H 2.05812 -2.27421 1.63624
36 H 2.52173 -2.35941 3.33947
37 H 1.28626 2.93847 4.39444
38 H 1.38740 5.51714 3.62407
39 H 1.91101 6.37050 1.11156
40 H 2.48018 4.96727 0.20432
41 H 0.85049 5.58160 -0.07570
42 H -3.59244 1.94976 4.34659
43 H -3.27667 3.77261 6.35948
44 H -0.33387 4.59073 7.25517
45 H 0.41202 5.28178 5.81222
46 H -1.13849 5.89739 6.39513
47 C 3.47806 1.22369 -1.12894
48 C 2.82944 0.71634 0.15275
49 C 3.77152 -0.14995 0.96140
50 O 1.63581 -0.07306 -0.20964
51 C 2.39427 1.92284 0.97233
52 O 2.99345 2.34397 1.91254
53 O 1.27225 2.48196 0.44265
54 H 2.77917 1.81675 -1.71902
55 H 3.82649 0.38034 -1.72630
56 H 4.34314 1.83619 -0.87634
57 H 4.02215 -1.04913 0.39649
58 H 3.32483 -0.42885 1.91255
59 H 4.68733 0.40006 1.16861
60 H 1.94865 -0.65521 -0.92606
61 C 4.32098 -1.36786 -3.92008
62 C 3.62310 -0.26720 -4.40424
63 C 2.30905 -0.04308 -4.01776
64 C 1.68782 -0.93617 -3.14967
65 C 2.38221 -2.04969 -2.67589
66 C 3.70260 -2.25996 -3.05498
67 As -0.15802 -0.70264 -2.62476
68 C -0.62728 0.97481 -3.44365
69 C -1.23118 1.02400 -4.69399
70 C -1.56250 2.25545 -5.24392
71 C -1.29203 3.42510 -4.54698
72 C -0.68545 3.37145 -3.29838
73 C -0.35218 2.14526 -2.74141
74 C -1.02635 -2.08629 -3.65740
75 C -0.43604 -2.50908 -4.84680
76 C -1.06345 -3.46920 -5.62733
77 C -2.27457 -4.01231 -5.22492
78 C -2.85746 -3.60230 -4.03417
79 C -2.23617 -2.64380 -3.24738
80 H 5.34457 -1.53506 -4.22665
81 H 4.10427 0.41991 -5.08735
82 H 1.77290 0.81802 -4.39630
83 H 1.89751 -2.76583 -2.02358
84 H 4.23350 -3.12661 -2.68429
85 H -1.45077 0.11066 -5.23403
86 H -2.03343 2.30057 -6.21646
87 H -1.55440 4.38133 -4.97895
88 H -0.47633 4.28505 -2.75741
89 H 0.11123 2.10779 -1.76039
90 H 0.51198 -2.09697 -5.16870
91 H -0.60278 -3.79310 -6.55053
92 H -2.76173 -4.75957 -5.83612
93 H -3.79641 -4.03260 -3.71268
94 H -2.69430 -2.35927 -2.31220
95 O -1.59202 -7.99536 2.00593
96 N -2.15846 -6.93344 2.11975
97 O -3.21731 -6.73307 2.67270
98 C -1.49182 -5.75541 1.52500
99 C -0.28075 -5.92677 0.87811
100 C 0.35834 -4.82474 0.34546
101 C -0.20659 -3.54924 0.43681
102 O 0.35831 -2.42086 0.02936
103 C -1.45703 -3.45734 1.05142
104 C -2.11044 -4.52494 1.62498
105 N -2.02951 -2.13506 1.01480
106 O -2.11281 -1.63064 -0.24426
107 O -2.78210 -1.72430 1.89804
108 N 1.66148 -5.03154 -0.30481
109 O 1.86689 -6.11652 -0.79049
110 O 2.44980 -4.10111 -0.27855
111 H 0.16093 -6.91078 0.79566
112 H -3.06427 -4.41837 2.12298

Computed properties:
HOMO energy (alpha / beta) ... -13.60 / -13.60 eV
Maximum force ... 0.0101 Eh/bohr
Kohn-Sham gap (alpha / beta) ... 7.03 / 6.68 eV
2S+1 ... 2
Total charge ... +2
<S²> ... 0.7740